Below is a structure of composition C28H57O14Zn in a non-equilibrium geometry, with properties calculated with ωB97M-V with the def2-TZVPD basis set.

Computed properties:
2S+1: 2
HOMO energy (alpha / beta) (eV): -3.76 / -7.22
<S²>: 0.7576
Charge: 0
Frontier orbital gap (alpha / beta) (eV): 4.01 / 7.44

Geometry (Å):
Zn1 -10.55 -0.27 32.54
C1 -10.17 -2.93 30.45
O1 -10.06 -1.73 31.16
H1 -10.52 -2.77 29.42
H2 -9.24 -3.44 30.20
H3 -10.85 -3.62 30.94
C2 -9.03 0.58 28.54
O2 -8.69 1.78 29.17
C3 -9.06 1.97 30.45
O3 -9.64 1.12 31.16
O4 -8.46 3.08 31.02
C4 -7.28 3.63 30.51
H4 -8.80 -0.31 29.12
H5 -8.51 0.50 27.59
H6 -10.12 0.50 28.44
H7 -7.57 4.32 29.73
H8 -6.62 2.85 30.12
H9 -6.78 4.29 31.21
C5 -9.11 -2.07 26.52
O5 -7.98 -2.49 25.73
C6 -6.82 -1.77 25.79
O6 -6.65 -0.79 26.53
O7 -5.87 -2.38 24.97
C7 -4.56 -1.83 24.95
H10 -8.68 -1.75 27.47
H11 -9.88 -2.83 26.66
H12 -9.62 -1.34 25.89
H13 -3.85 -2.34 24.31
H14 -4.17 -1.76 25.97
H15 -4.47 -0.77 24.73
C8 -14.37 -2.37 32.44
C9 -14.45 -3.87 32.38
O8 -14.65 -4.54 33.37
C10 -14.25 -4.60 31.08
H16 -15.34 -1.90 32.58
H17 -14.14 -1.94 31.46
H18 -13.73 -2.04 33.25
H19 -15.19 -4.53 30.52
H20 -14.13 -5.66 31.29
H21 -13.35 -4.18 30.63
C11 -11.54 -2.43 36.18
C12 -11.35 -2.85 34.73
O9 -11.13 -2.00 33.85
C13 -11.44 -4.37 34.39
H22 -11.18 -2.94 37.07
H23 -12.62 -2.39 36.32
H24 -11.30 -1.36 36.22
H25 -10.84 -4.96 35.09
H26 -11.10 -4.66 33.40
H27 -12.49 -4.68 34.49
C14 -8.17 -0.43 35.62
C15 -7.92 -0.90 34.26
O10 -8.52 -0.43 33.32
C16 -6.67 -1.74 34.05
H28 -8.95 0.34 35.71
H29 -7.22 -0.09 36.04
H30 -8.56 -1.27 36.19
H31 -5.95 -1.63 34.85
H32 -6.25 -1.31 33.14
H33 -7.00 -2.77 33.92
C17 -12.77 0.15 29.47
C18 -13.09 0.46 30.87
O11 -12.41 0.00 31.80
C19 -14.29 1.40 31.17
H34 -12.16 -0.75 29.39
H35 -12.13 0.91 29.00
H36 -13.57 0.10 28.73
H37 -14.15 1.75 32.20
H38 -15.22 0.86 31.07
H39 -14.27 2.17 30.40
C20 -12.61 -6.68 28.48
C21 -11.14 -7.19 28.53
O12 -10.74 -7.78 27.55
C22 -10.38 -7.06 29.82
H40 -12.56 -5.60 28.34
H41 -13.17 -6.84 29.40
H42 -13.19 -7.29 27.79
H43 -10.44 -6.01 30.09
H44 -9.36 -7.42 29.64
H45 -10.75 -7.68 30.63
C23 -6.47 -5.72 31.91
C24 -7.53 -6.54 32.57
O13 -7.37 -7.67 32.89
C25 -8.77 -5.85 33.08
H46 -5.54 -6.21 32.17
H47 -6.46 -4.70 32.32
H48 -6.65 -5.76 30.84
H49 -9.37 -5.52 32.23
H50 -8.52 -5.06 33.79
H51 -9.37 -6.49 33.72
C26 -14.99 -3.01 25.53
C27 -14.18 -2.12 26.47
O14 -14.07 -0.90 26.26
C28 -13.52 -2.72 27.72
H52 -15.17 -2.40 24.64
H53 -16.00 -3.25 25.88
H54 -14.41 -3.87 25.19
H55 -12.46 -2.88 27.55
H56 -13.91 -3.71 27.99
H57 -13.79 -1.98 28.47

***

Below is a structure of composition C28H58N4O9S in a non-equilibrium geometry, with properties calculated with ωB97M-V with the def2-TZVPD basis set.

Computed properties:
HOMO energy (eV): -8.60
Charge: 0
Frontier orbital gap (eV): 9.13

Geometry (Å):
C1 3.20 -2.32 0.81
C2 4.34 -1.71 0.37
C3 4.51 -1.13 -1.09
C4 3.87 0.32 -1.22
O1 4.35 0.98 0.03
S1 3.18 2.07 0.49
O2 2.35 1.68 1.61
O3 3.64 3.44 0.59
O4 2.14 1.87 -0.82
C5 2.32 0.45 -1.07
C6 1.37 0.04 -2.26
O5 0.72 -1.18 -1.91
C7 -0.50 -0.98 -1.25
C8 -1.63 -1.83 -1.70
C9 -2.94 -1.72 -1.04
C10 -3.19 -0.76 0.06
C11 -2.07 0.07 0.50
C12 -0.75 -0.05 -0.16
H1 3.10 -2.46 1.92
H2 2.37 -2.64 0.14
H3 5.18 -1.57 1.08
H4 5.62 -1.03 -1.24
H5 4.06 -1.81 -1.87
H6 4.39 0.93 -1.99
H7 1.98 -0.12 -0.16
H8 0.65 0.88 -2.49
H9 1.99 -0.08 -3.19
H10 -1.51 -2.56 -2.53
H11 -3.81 -2.35 -1.33
H12 -4.17 -0.62 0.57
H13 -2.21 0.79 1.34
H14 0.06 0.61 0.23
C13 2.66 6.97 4.38
C14 3.41 6.18 3.31
C15 4.17 7.08 2.31
O6 3.34 7.70 1.33
C16 2.70 8.88 1.76
N1 2.47 5.29 2.63
H15 1.74 7.43 4.00
H16 2.36 6.31 5.20
H17 3.28 7.76 4.80
H18 4.16 5.57 3.83
H19 4.86 6.45 1.75
H20 4.78 7.83 2.83
H21 3.32 9.46 2.45
H22 1.74 8.65 2.22
H23 2.50 9.49 0.88
H24 3.00 4.70 1.98
H25 1.89 5.86 2.02
C17 -9.45 -0.94 -2.10
C18 -8.18 -0.09 -2.06
C19 -6.91 -0.89 -1.69
O7 -6.80 -1.20 -0.31
C20 -7.53 -2.34 0.11
N2 -8.39 1.04 -1.15
H26 -9.81 -1.19 -1.10
H27 -10.25 -0.40 -2.60
H28 -9.28 -1.87 -2.64
H29 -8.02 0.31 -3.07
H30 -6.04 -0.28 -1.92
H31 -6.82 -1.80 -2.30
H32 -7.56 -3.12 -0.66
H33 -8.54 -2.06 0.40
H34 -7.03 -2.75 0.99
H35 -7.57 1.65 -1.19
H36 -8.36 0.67 -0.20
C21 3.31 -4.91 7.47
C22 2.76 -3.80 6.58
C23 2.28 -4.31 5.20
O8 3.33 -4.59 4.28
C24 3.93 -5.86 4.44
N3 3.77 -2.75 6.44
H37 4.31 -5.23 7.17
H38 3.39 -4.55 8.50
H39 2.66 -5.78 7.47
H40 1.89 -3.38 7.09
H41 1.69 -3.52 4.74
H42 1.62 -5.18 5.30
H43 3.21 -6.62 4.75
H44 4.76 -5.80 5.15
H45 4.35 -6.15 3.47
H46 3.37 -1.97 5.92
H47 4.50 -3.10 5.82
C25 -1.60 -2.17 -7.12
C26 -1.23 -1.76 -5.70
C27 -1.19 -0.23 -5.50
O9 -0.02 0.40 -6.02
C28 -0.08 0.68 -7.41
N4 0.04 -2.39 -5.33
H48 -0.77 -2.04 -7.83
H49 -1.86 -3.23 -7.15
H50 -2.46 -1.60 -7.49
H51 -2.01 -2.15 -5.04
H52 -1.16 -0.04 -4.42
H53 -2.09 0.25 -5.88
H54 -1.08 0.95 -7.74
H55 0.29 -0.17 -7.99
H56 0.59 1.52 -7.61
H57 0.24 -2.18 -4.36
H58 0.78 -1.89 -5.84

***

Below is a cluster of 7 separate species, C28H59FN2O8S in total, with properties calculated with ωB97M-V with the def2-TZVPD basis set.

Computed properties:
HOMO energy (eV): -8.92
SMILES string: CCCCN(N)S(=O)(=O)F.C1CCOC1.C1CCOC1.C1CCOC1.C1CCOC1.C1CCOC1.C1CCOC1
Charge: 0
Frontier orbital gap (eV): 9.42

Geometry (Å):
C1 -3.09 -2.02 -0.70
C2 -3.02 -3.51 -0.34
C3 -2.86 -3.80 1.15
C4 -1.42 -3.72 1.65
N1 -0.99 -2.35 2.08
N2 -1.01 -2.19 3.51
S1 0.50 -2.00 1.48
O1 0.36 -1.81 0.08
O2 1.57 -2.79 1.99
F1 0.65 -0.59 2.15
H1 -2.28 -1.71 -1.36
H2 -4.03 -1.77 -1.20
H3 -3.04 -1.40 0.19
H4 -2.19 -3.99 -0.88
H5 -3.92 -4.02 -0.69
H6 -3.23 -4.80 1.38
H7 -3.47 -3.09 1.73
H8 -0.73 -4.06 0.88
H9 -1.25 -4.37 2.51
H10 -1.44 -1.28 3.69
H11 -1.66 -2.88 3.86
C5 -3.15 2.79 1.15
C6 -1.68 2.61 0.78
C7 -1.74 1.36 -0.10
O3 -3.01 1.41 -0.75
C8 -3.84 2.40 -0.15
H12 -3.40 3.80 1.48
H13 -3.43 2.10 1.96
H14 -1.32 3.46 0.21
H15 -1.03 2.47 1.64
H16 -1.68 0.45 0.51
H17 -0.96 1.32 -0.85
H18 -3.93 3.26 -0.82
H19 -4.83 1.97 0.00
C9 2.90 -4.65 -1.68
C10 2.43 -5.18 -3.03
C11 1.60 -6.39 -2.61
O4 1.04 -6.07 -1.34
C12 1.67 -4.89 -0.82
H20 3.19 -3.60 -1.70
H21 3.75 -5.24 -1.31
H22 1.80 -4.44 -3.53
H23 3.24 -5.45 -3.71
H24 2.23 -7.28 -2.52
H25 0.79 -6.62 -3.31
H26 0.98 -4.05 -0.90
H27 1.90 -5.05 0.23
C13 -4.09 5.08 6.16
C14 -2.63 4.93 5.72
C15 -2.72 3.69 4.83
O5 -4.02 3.73 4.23
C16 -4.83 4.70 4.89
H28 -4.33 6.09 6.50
H29 -4.32 4.38 6.96
H30 -2.31 5.80 5.15
H31 -1.94 4.80 6.54
H32 -2.62 2.77 5.41
H33 -1.98 3.68 4.03
H34 -4.96 5.57 4.23
H35 -5.81 4.26 5.07
C17 2.54 -0.35 -4.76
C18 2.62 -1.20 -3.50
C19 1.19 -1.12 -2.98
O6 0.35 -1.00 -4.14
C20 1.16 -0.74 -5.29
H36 3.32 -0.58 -5.48
H37 2.58 0.71 -4.52
H38 2.87 -2.23 -3.76
H39 3.35 -0.84 -2.77
H40 1.04 -0.25 -2.33
H41 0.88 -2.01 -2.43
H42 1.23 -1.65 -5.89
H43 0.69 0.05 -5.88
C21 1.88 8.14 5.66
C22 1.88 7.25 6.90
C23 0.40 7.26 7.27
O7 -0.32 7.39 6.04
C24 0.58 7.74 4.99
H44 2.75 7.99 5.02
H45 1.85 9.20 5.95
H46 2.20 6.24 6.65
H47 2.51 7.62 7.71
H48 0.16 8.12 7.92
H49 0.07 6.35 7.77
H50 0.73 6.87 4.34
H51 0.13 8.54 4.40
C25 4.92 -4.17 -7.61
C26 3.87 -3.82 -8.66
C27 2.60 -3.83 -7.82
O8 2.98 -3.40 -6.52
C28 4.40 -3.41 -6.39
H52 5.93 -3.87 -7.88
H53 4.93 -5.24 -7.42
H54 4.06 -2.82 -9.06
H55 3.83 -4.52 -9.49
H56 2.17 -4.84 -7.77
H57 1.83 -3.15 -8.20
H58 4.77 -2.38 -6.38
H59 4.66 -3.88 -5.44

***

Below is a cluster of 3 separate species, C28H60N3O8S in total in a non-equilibrium geometry, with properties calculated with ωB97M-V with the def2-TZVPD basis set.

Computed properties:
HOMO energy (eV): -10.89
Charge: +1
Frontier orbital gap (eV): 6.30

Geometry (Å):
C1 3.46 0.17 -0.89
C2 4.09 1.12 -2.02
C3 2.91 1.98 -2.71
C4 1.89 1.01 -3.48
C5 0.35 1.21 -3.04
C6 -0.39 -0.19 -3.28
N1 -1.74 -0.32 -2.63
C7 -2.56 0.88 -3.12
C8 -4.15 0.66 -2.90
C9 -4.87 2.09 -2.70
C10 -4.95 2.52 -1.14
C11 -6.03 1.64 -0.35
N2 -6.09 1.92 1.12
C12 -1.74 -0.24 -1.12
C13 -0.39 -0.71 -0.41
C14 -0.70 -0.69 1.18
C15 -0.73 0.83 1.70
O1 -0.37 1.80 0.99
O2 -1.22 1.13 3.00
N3 -2.49 -1.45 -3.10
C16 -1.92 -2.57 -2.78
S1 -1.07 -3.99 -2.83
H1 2.88 -0.70 -1.32
H2 2.81 0.76 -0.14
H3 4.33 -0.28 -0.28
H4 4.65 0.49 -2.79
H5 4.87 1.82 -1.54
H6 2.35 2.65 -1.98
H7 3.42 2.64 -3.50
H8 1.92 1.23 -4.61
H9 2.24 -0.06 -3.35
H10 -0.09 1.94 -3.81
H11 0.25 1.61 -1.97
H12 -0.58 -0.26 -4.41
H13 0.35 -1.01 -3.04
H14 -2.29 1.84 -2.60
H15 -2.38 1.03 -4.24
H16 -4.55 0.22 -3.87
H17 -4.38 0.02 -1.99
H18 -5.95 2.02 -3.05
H19 -4.38 2.92 -3.31
H20 -3.94 2.45 -0.61
H21 -5.29 3.61 -1.04
H22 -5.82 0.53 -0.46
H23 -7.06 1.91 -0.78
H24 -5.27 1.52 1.60
H25 -6.00 2.95 1.22
H26 -1.96 0.82 -0.72
H27 -2.58 -0.89 -0.69
H28 0.47 0.01 -0.56
H29 -0.06 -1.75 -0.74
H30 -1.76 -1.09 1.36
H31 0.08 -1.30 1.77
H32 -1.20 2.12 3.08
C17 2.73 6.05 1.89
O3 1.49 6.41 2.47
C18 0.43 5.57 2.03
C19 -0.73 5.63 3.01
O4 -0.53 4.80 4.16
C20 0.41 5.28 5.12
C21 -0.13 6.45 5.94
O5 -0.02 7.66 5.21
C22 -0.88 8.67 5.71
H33 2.68 6.13 0.80
H34 3.50 6.72 2.27
H35 3.00 5.02 2.17
H36 0.77 4.54 1.93
H37 0.10 5.95 1.05
H38 -1.62 5.22 2.51
H39 -0.98 6.65 3.30
H40 1.37 5.52 4.65
H41 0.58 4.44 5.80
H42 0.47 6.56 6.86
H43 -1.17 6.26 6.21
H44 -1.92 8.35 5.63
H45 -0.75 9.56 5.11
H46 -0.64 8.90 6.75
C23 4.76 -9.33 -2.18
O6 3.56 -9.17 -1.44
C24 3.70 -9.60 -0.09
C25 2.64 -8.95 0.79
O7 2.96 -7.61 1.16
C26 2.81 -6.63 0.14
C27 1.36 -6.30 -0.17
O8 0.79 -7.29 -1.03
C28 -0.62 -7.29 -0.98
H47 5.05 -10.38 -2.21
H48 4.58 -8.98 -3.19
H49 5.56 -8.72 -1.74
H50 4.70 -9.34 0.30
H51 3.58 -10.69 -0.07
H52 2.60 -9.51 1.73
H53 1.65 -9.01 0.34
H54 3.37 -6.91 -0.76
H55 3.29 -5.73 0.54
H56 1.31 -5.34 -0.70
H57 0.79 -6.23 0.76
H58 -0.97 -7.51 0.03
H59 -0.98 -8.06 -1.66
H60 -1.01 -6.32 -1.31